No. 1
Below is a 4-piece molecular cluster, C15H28ClN4S overall, with properties calculated with wB97M-V/def2-TZVPD.

Atoms and positions in Å:
C 3.97 0.29 0.24
C 3.67 -1.14 -0.18
Cl 2.86 -1.13 -1.81
C 2.80 -1.89 0.86
N 1.39 -1.71 0.79
S 0.78 -0.69 1.95
H 3.17 0.67 0.87
H 4.90 0.34 0.81
H 4.07 0.97 -0.61
H 4.59 -1.70 -0.37
H 3.07 -2.96 0.78
H 3.24 -1.55 1.83
H 0.21 0.30 1.21
C -1.03 -1.14 -1.03
C -1.95 -0.10 -1.65
C -1.95 1.25 -0.92
C -2.48 1.19 0.45
N -2.90 1.14 1.52
H -1.33 -1.41 -0.02
H -1.02 -2.05 -1.63
H 0.01 -0.80 -0.97
H -2.98 -0.47 -1.69
H -1.64 0.10 -2.68
H -2.55 1.99 -1.46
H -0.93 1.65 -0.85
C -3.03 0.59 -6.99
C -2.48 1.62 -6.02
C -0.96 1.50 -5.85
C -0.58 0.21 -5.25
N -0.29 -0.77 -4.74
H -2.86 -0.43 -6.62
H -4.11 0.71 -7.12
H -2.56 0.68 -7.97
H -2.95 1.50 -5.04
H -2.70 2.63 -6.36
H -0.57 2.29 -5.21
H -0.46 1.58 -6.81
C -0.35 -0.83 7.57
C -0.04 0.35 6.65
C 0.88 -0.04 5.49
C 2.20 -0.44 5.97
N 3.24 -0.74 6.35
H 0.57 -1.20 8.04
H -1.04 -0.54 8.36
H -0.79 -1.65 7.01
H 0.41 1.16 7.21
H -0.97 0.74 6.21
H 1.01 0.78 4.78
H 0.45 -0.86 4.90

Its HOMO-LUMO gap is 4.659 eV. As for the total charge: -1.


No. 2
Below is C15H28CoN3SSeSi2 as an isolated structure, with properties calculated with wB97M-V/def2-TZVPD.

Atoms and positions in Å:
Co 0.02 0.48 0.76
C 3.60 -0.01 1.27
Si 3.10 0.03 -0.58
C 4.27 -1.32 -1.28
C 3.58 1.63 -1.31
N 1.36 -0.15 -0.70
C 0.70 -0.42 -1.82
C 1.25 -0.73 -3.10
C 0.53 -1.16 -4.16
C -0.89 -1.24 -4.05
C -1.50 -0.90 -2.86
C -0.76 -0.36 -1.75
N -1.38 0.16 -0.67
Si -3.11 0.34 -0.40
C -3.77 1.33 -1.85
C -3.79 -1.31 0.00
C -3.42 1.38 1.07
H 4.55 -0.58 1.24
H 2.89 -0.53 1.99
H 3.88 0.98 1.58
H 4.87 -1.74 -0.49
H 4.97 -0.94 -2.05
H 3.83 -2.20 -1.72
H 2.90 1.96 -2.09
H 4.56 1.59 -1.76
H 3.49 2.36 -0.51
H 2.30 -0.57 -3.26
H 1.02 -1.47 -5.11
H -1.53 -1.50 -4.89
H -2.57 -0.84 -2.76
H -3.12 2.20 -1.92
H -4.82 1.62 -1.74
H -3.54 0.86 -2.80
H -3.54 -2.22 -0.57
H -4.89 -1.37 -0.01
H -3.53 -1.63 0.98
H -2.97 2.36 1.17
H -3.26 0.88 2.09
H -4.55 1.50 0.99
C 1.39 -0.16 3.86
S 0.14 -0.76 2.75
C -1.24 -1.08 3.85
H 2.14 0.26 3.24
H 1.83 -0.94 4.51
H 0.94 0.61 4.58
H -1.59 -0.24 4.38
H -1.04 -1.94 4.59
H -1.93 -1.55 3.10
Se 0.42 2.68 1.43
C -0.60 2.39 2.90
N -1.18 2.27 3.90

Its HOMO-LUMO gap (spin up / spin down) is 7.638 / 6.713 eV. As for the total charge: 0. As for the spin multiplicity: 5.


No. 3
Below is C15H28F12NaO15P2 as an isolated structure, with properties calculated with wB97M-V/def2-TZVPD.

Atoms and positions in Å:
Na -0.93 3.87 -1.96
P -3.70 5.03 -5.53
F -3.92 4.51 -7.02
F -4.28 3.59 -5.04
F -2.25 4.35 -5.53
F -3.41 5.44 -3.96
F -3.09 6.52 -6.00
F -5.24 5.65 -5.51
P -1.77 -0.22 -0.66
F -3.29 -0.84 -0.90
F -1.64 -0.67 0.89
F -1.22 -1.69 -1.03
F -0.31 0.49 -0.76
F -1.86 0.19 -2.25
F -2.40 1.20 -0.23
C -5.22 -4.64 3.02
C -5.00 -5.73 1.96
O -6.35 -6.10 1.63
C -7.18 -5.65 2.53
O -8.36 -5.97 2.63
O -6.58 -4.78 3.32
H -4.91 -3.71 2.55
H -4.70 -4.83 3.96
H -4.28 -6.43 2.38
H -4.43 -5.26 1.16
C 4.70 0.89 -3.23
O 4.66 1.95 -4.08
C 3.99 3.08 -3.70
O 3.51 3.33 -2.56
O 3.90 3.92 -4.77
C 3.58 5.28 -4.67
H 3.71 0.61 -2.87
H 5.36 1.07 -2.39
H 5.21 0.09 -3.76
H 3.61 5.56 -3.62
H 2.63 5.57 -5.12
H 4.44 5.80 -5.09
C 3.93 -0.47 2.60
O 4.53 -0.62 3.88
C 5.63 0.02 4.18
O 6.49 0.47 3.41
O 5.79 -0.03 5.51
C 6.84 0.61 6.05
H 4.03 0.58 2.32
H 2.88 -0.74 2.72
H 4.27 -1.16 1.83
H 6.84 0.27 7.08
H 6.85 1.70 5.99
H 7.67 0.03 5.65
C -1.55 8.89 1.84
O -1.22 7.90 2.73
C -0.99 6.74 2.31
O -1.17 6.34 1.16
O -0.48 6.04 3.34
C -0.10 4.72 3.21
H -0.68 9.50 1.60
H -2.37 9.56 2.10
H -1.84 8.55 0.85
H 0.32 4.36 4.15
H 0.52 4.65 2.31
H -1.00 4.12 3.09
C 0.72 -7.20 -2.51
O 0.38 -8.03 -1.41
C -0.87 -8.45 -1.13
O -1.88 -8.33 -1.81
O -0.75 -9.30 -0.11
C -1.82 -10.15 0.31
H 0.35 -6.22 -2.21
H 0.34 -7.44 -3.51
H 1.80 -7.20 -2.64
H -1.45 -11.01 0.87
H -2.45 -10.46 -0.52
H -2.57 -9.71 0.97

Its HOMO-LUMO gap is 9.649 eV. As for the total charge: -1.


No. 4
Below is C15H28F6LiO12P as an isolated structure, with properties calculated with wB97M-V/def2-TZVPD.

Atoms and positions in Å:
Li 0.08 -0.59 -0.05
P 0.16 -3.63 -0.25
F -0.53 -3.53 1.25
F -0.41 -2.25 -0.74
F 1.41 -2.79 0.42
F 0.88 -3.94 -1.68
F 0.84 -5.00 0.33
F -1.22 -4.43 -0.71
C 0.72 1.75 4.81
C -0.30 0.73 4.97
O -0.40 0.10 3.68
C 0.57 0.62 2.85
O 0.95 0.05 1.78
O 1.14 1.66 3.44
H 1.53 1.54 5.50
H 0.25 2.70 5.03
H -1.14 1.34 5.30
H -0.16 0.01 5.77
C -4.31 -2.46 -1.98
C -3.39 -1.94 -0.94
O -3.87 -0.76 -0.23
C -3.06 -0.15 0.74
O -1.79 -0.37 0.93
O -3.79 0.75 1.42
C -3.42 1.17 2.69
H -4.38 -1.68 -2.74
H -5.31 -2.76 -1.67
H -3.90 -3.34 -2.47
H -2.44 -1.61 -1.36
H -3.13 -2.63 -0.13
H -3.68 0.45 3.47
H -4.01 2.06 2.88
H -2.36 1.45 2.73
C 5.68 -1.11 -0.15
C 4.34 -0.64 -0.58
O 3.91 -1.04 -1.84
C 2.59 -0.75 -2.12
O 1.74 -0.48 -1.30
O 2.44 -1.03 -3.42
C 1.18 -1.02 -4.00
H 6.54 -0.73 -0.71
H 5.83 -2.18 -0.28
H 5.92 -0.90 0.90
H 4.31 0.45 -0.55
H 3.64 -1.12 0.10
H 0.53 -1.78 -3.57
H 1.27 -1.11 -5.09
H 0.79 -0.01 -3.96
C 0.99 3.99 0.66
C 1.23 3.83 -0.90
O 0.05 3.55 -1.62
C -0.56 2.31 -1.59
O -0.47 1.51 -0.70
O -1.33 2.37 -2.68
C -1.98 1.21 -3.06
H 0.49 3.09 1.05
H 0.42 4.82 1.08
H 1.94 3.83 1.17
H 1.86 2.96 -1.06
H 1.63 4.75 -1.32
H -2.11 1.36 -4.13
H -2.94 1.06 -2.56
H -1.44 0.30 -2.80

Its HOMO-LUMO gap is 10.919 eV. As for the total charge: 0.


No. 5
Below is a 6-piece molecular cluster, C15H29Br10ClNO3S overall, with properties calculated with wB97M-V/def2-TZVPD.

Atoms and positions in Å:
C -2.80 -1.67 4.18
C -1.37 -1.90 3.74
O -0.44 -1.34 4.67
C 0.50 -0.53 4.05
C 1.61 -0.25 5.07
O 1.01 -0.37 6.46
S 0.58 0.96 7.03
Cl -1.23 1.36 6.31
O 0.24 0.52 8.57
C 0.43 -0.76 8.85
N 0.72 -1.86 9.07
H -3.40 -2.32 3.57
H -2.95 -1.97 5.21
H -3.09 -0.64 4.01
H -1.23 -1.55 2.73
H -1.22 -2.97 3.75
H 0.08 0.42 3.75
H 0.98 -1.02 3.21
H 2.40 -0.97 5.05
H 1.99 0.76 4.97
Br -5.11 -0.61 1.90
C -4.46 -0.95 0.09
C -4.24 -2.41 -0.19
Br -2.64 -3.10 0.67
H -3.56 -0.35 -0.02
H -5.23 -0.56 -0.58
H -4.08 -2.55 -1.26
H -5.05 -3.04 0.14
Br -0.74 -0.45 -2.02
C -1.17 -1.60 -3.53
C -2.12 -0.92 -4.48
Br -3.94 -0.91 -3.80
H -1.56 -2.52 -3.12
H -0.22 -1.80 -4.02
H -2.17 -1.47 -5.42
H -1.86 0.11 -4.69
Br -1.43 1.28 -7.10
C 0.15 2.36 -7.43
C 1.37 1.75 -6.79
Br 1.40 2.04 -4.87
H -0.06 3.35 -7.06
H 0.26 2.38 -8.51
H 2.28 2.22 -7.17
H 1.44 0.68 -6.94
Br 2.65 1.32 2.45
C 1.46 2.75 1.86
C 0.05 2.49 2.30
Br -0.80 1.12 1.22
H 1.56 2.82 0.78
H 1.85 3.66 2.32
H -0.56 3.38 2.18
H 0.00 2.15 3.34
Br 7.38 -0.67 -4.02
C 6.14 0.73 -4.53
C 4.75 0.45 -4.03
Br 3.86 -0.91 -5.09
H 6.19 0.81 -5.61
H 6.53 1.64 -4.09
H 4.12 1.34 -4.13
H 4.73 0.11 -3.00

Its HOMO-LUMO gap is 6.610 eV. As for the total charge: +1.


No. 6
Below is C15H29Br14Cl3 as an isolated structure, with properties calculated with wB97M-V/def2-TZVPD.

Atoms and positions in Å:
Br -2.40 -4.02 -3.29
C -1.62 -2.39 -2.36
C -1.20 -1.25 -3.32
Br 0.34 -0.20 -2.53
H -0.71 -2.74 -1.87
H -2.43 -2.12 -1.69
H -1.96 -0.52 -3.60
H -0.79 -1.79 -4.18
Br -3.19 2.88 3.46
C -2.25 1.20 3.07
C -3.27 0.07 2.76
Br -2.11 -1.60 2.64
H -1.78 0.92 4.02
H -1.58 1.53 2.28
H -3.84 0.21 1.85
H -4.00 0.05 3.56
Br 1.76 2.27 -0.48
C 3.01 1.99 -2.13
C 3.10 0.49 -2.48
Br 4.36 0.41 -4.14
H 3.97 2.47 -1.97
H 2.58 2.57 -2.95
H 2.18 -0.05 -2.68
H 3.59 -0.13 -1.73
Br 2.92 3.01 3.81
C 3.99 1.70 2.73
C 3.13 1.40 1.53
Br 4.15 0.59 -0.01
H 4.25 0.86 3.37
H 4.92 2.21 2.47
H 2.58 2.24 1.09
H 2.36 0.67 1.79
Br -4.52 -2.91 -1.74
C -4.71 -1.73 -0.13
C -3.75 -0.53 -0.25
Br -4.22 0.59 -1.83
H -4.42 -2.29 0.76
H -5.75 -1.40 -0.18
H -2.72 -0.87 -0.40
H -3.70 0.16 0.60
Br 2.20 -4.50 2.83
C 3.19 -3.78 1.18
C 3.21 -2.21 1.22
Br 4.72 -1.70 2.51
H 2.71 -4.23 0.31
H 4.19 -4.18 1.29
H 2.27 -1.77 1.55
H 3.48 -1.81 0.25
Br -3.04 1.67 0.73
C -2.16 1.85 -1.03
C -1.09 2.95 -1.08
Br -0.37 3.44 -2.88
H -2.99 2.08 -1.71
H -1.81 0.87 -1.36
H -0.31 2.54 -0.43
H -1.57 3.81 -0.62
C 0.25 0.27 0.18
Cl 0.00 1.56 1.37
Cl -1.23 -0.71 0.07
Cl 1.64 -0.77 0.60
H 0.39 0.64 -0.83

Its HOMO-LUMO gap is 8.876 eV. As for the total charge: 0.


No. 7
Below is C15H29CrN2O as an isolated structure, with properties calculated with wB97M-V/def2-TZVPD.

Atoms and positions in Å:
C 0.84 1.96 -1.55
H 1.78 2.27 -1.05
H 1.06 1.74 -2.60
H 0.03 -1.36 2.10
C -0.26 2.99 -1.39
H -1.17 2.62 -1.88
H -0.49 3.10 -0.32
C 0.12 4.36 -1.98
H -0.71 5.06 -1.86
H 0.99 4.77 -1.46
H 0.35 4.27 -3.04
C -0.72 -1.55 -0.04
C -1.37 -0.72 -1.02
C -0.47 -0.53 -2.11
C 0.79 -1.14 -1.77
C 0.65 -1.76 -0.48
C 1.63 -2.68 0.16
C 1.97 -1.26 -2.68
C -0.86 0.01 -3.45
C -2.82 -0.36 -1.03
C -1.47 -2.41 0.93
Cr 0.34 0.35 -0.31
H 2.86 -1.59 -2.13
H 1.78 -1.99 -3.48
H 2.20 -0.30 -3.16
H 2.65 -2.44 -0.17
H 1.61 -2.61 1.25
H 1.44 -3.73 -0.12
H -1.96 -1.83 1.73
H -2.29 -2.93 0.40
H -0.85 -3.20 1.38
H -2.97 0.65 -1.45
H -3.41 -1.06 -1.63
H -3.24 -0.36 -0.01
H 0.00 0.40 -4.00
H -1.32 -0.77 -4.07
H -1.60 0.82 -3.36
C 1.16 -0.55 5.51
N 0.51 0.39 4.60
C 0.17 0.06 3.38
N -0.37 0.95 2.53
O 0.39 -1.19 3.02
H 2.10 -0.91 5.09
H 0.50 -1.40 5.72
H 1.35 -0.02 6.43
H 0.34 1.35 4.90
H -0.68 0.68 1.57
H -0.59 1.87 2.89

Its HOMO-LUMO gap (spin up / spin down) is 7.109 / 8.163 eV. As for the total charge: +2. As for the spin multiplicity: 4.


No. 8
Below is C15H29CsF2N2O4S2 as an isolated structure, with properties calculated with wB97M-V/def2-TZVPD.

Atoms and positions in Å:
Cs -1.86 -0.79 1.68
C -1.73 2.91 2.75
C -0.50 2.80 1.89
C -0.49 3.29 0.58
C 0.62 3.11 -0.24
C 0.60 3.62 -1.66
C 1.73 2.44 0.25
C 1.74 1.94 1.55
C 2.90 1.14 2.08
C 0.63 2.14 2.36
H -1.71 2.14 3.52
H -2.63 2.79 2.14
H -1.78 3.89 3.24
H -1.39 3.75 0.18
H 0.87 4.67 -1.72
H -0.40 3.51 -2.10
H 1.30 3.06 -2.28
H 2.57 2.25 -0.40
H 2.53 0.32 2.71
H 3.56 1.76 2.70
H 3.50 0.72 1.27
H 0.60 1.68 3.34
N 1.38 -0.70 -3.13
C 1.25 -2.09 -3.58
C 1.20 -3.04 -2.39
C 2.44 -3.00 -1.51
C 2.15 -3.42 -0.06
N 1.23 -2.49 0.56
H 0.71 -0.54 -2.38
H 1.11 -0.07 -3.88
H 2.11 -2.33 -4.21
H 0.35 -2.25 -4.19
H 1.02 -4.05 -2.75
H 0.33 -2.77 -1.77
H 2.85 -1.99 -1.49
H 3.22 -3.65 -1.93
H 3.11 -3.52 0.48
H 1.68 -4.41 -0.05
H 1.68 -1.58 0.67
H 0.97 -2.77 1.51
O 0.74 -2.95 3.39
S -0.46 -2.49 4.13
O -0.66 -3.22 5.38
O -1.64 -2.57 3.24
S -0.20 -0.50 4.55
F -2.01 -1.31 -3.11
C -3.06 -0.49 -2.80
F -3.06 0.52 -3.74
H -3.98 -1.06 -2.95
C -4.43 1.13 -0.01
O -3.26 0.43 0.04
H -5.34 0.50 -0.17
H -4.48 1.90 -0.83
H -4.65 1.71 0.92
H -2.95 -0.08 -1.78

Its HOMO-LUMO gap is 5.143 eV. As for the total charge: -2.


Electronic energy / eV: -45326.41694 -150045.39288 -102338.04173 -66384.59874 -747430.03442 -1034167.29094 -49457.84230 -54850.38561